The following is a DFT calculation (the ωB97M-V functional and the def2-TZVPD basis) of C25H60AsF9O21SV3 as an isolated structure.

XYZ file:
```
120
Properties=species:S:1:pos:R:3:forces:R:3
O -4.406347 -0.967811 -1.763897 -0.1 1.3 1.8
V -4.087257 -0.478771 -0.283287 1.8 -4.1 -0.3
O -4.030117 -1.870981 0.560643 -0.5 2.8 -1.2
O -0.292577 -3.489701 -4.129817 -0.1 0.7 1.2
V -0.553297 -2.568271 -2.872167 -1.0 -1.0 -1.3
O -2.137717 -2.490411 -2.678597 1.5 0.5 -0.2
O -1.231907 3.607069 -1.627677 -0.6 0.9 -0.4
V 0.307003 3.373669 -1.694117 1.1 -3.0 0.3
O 0.750923 3.003939 -3.158557 -0.7 0.8 0.3
C 0.228683 -0.073821 1.207223 0.7 0.7 -1.8
F 0.274283 1.126939 1.826083 -0.1 -0.8 -0.5
F 1.457033 -0.609511 1.156763 -1.2 0.7 -0.2
F -0.596827 -0.864051 1.799483 -0.5 -1.0 1.4
S -0.579807 0.034319 -0.564277 -0.7 -0.4 -0.9
O -0.119707 -1.155201 -1.239227 0.7 0.8 0.7
O -2.042307 -0.117861 -0.331567 1.0 1.3 0.4
O -0.175907 1.296639 -1.197767 -0.1 -0.8 0.9
As 3.511593 -2.837191 -2.333307 2.0 -1.5 -1.7
F 3.028363 -4.425721 -1.665317 0.0 1.8 -0.5
F 3.443913 -2.118591 -0.736797 -0.2 0.0 -0.7
F 3.980023 -1.223101 -3.083657 -0.8 -1.8 1.2
F 3.534963 -3.573401 -3.978007 -0.3 1.2 1.9
F 1.761463 -2.366561 -2.568657 0.5 -0.2 0.2
F 5.218233 -3.303021 -2.092317 -1.7 0.9 -0.2
C 0.976913 -0.448641 -4.699617 0.4 0.1 -0.5
O -0.312457 -0.710941 -4.097027 1.2 -0.5 0.1
C -1.383487 0.155799 -4.458727 -1.6 -0.8 0.3
C -2.078757 -0.281381 -5.794957 1.3 0.4 0.3
O -2.484107 -1.625851 -5.884567 0.6 0.3 0.3
C -3.755347 -1.925681 -5.360547 -0.7 0.2 0.0
H 0.899073 -0.088551 -5.725467 -0.5 0.1 0.0
H 1.596293 -1.343421 -4.761607 -0.5 -0.2 0.3
H 1.546423 0.288609 -4.133747 -0.3 0.1 0.3
H -1.124497 1.214049 -4.425087 0.6 0.0 -0.6
H -2.026987 0.056929 -3.584517 -0.6 -0.2 -0.2
H -1.318157 -0.118101 -6.558447 0.3 -0.5 -0.2
H -2.807557 0.463549 -6.114397 -0.7 -0.1 0.5
H -4.503557 -1.508111 -6.034277 -0.3 0.3 0.1
H -3.902707 -1.592701 -4.333167 0.1 0.3 0.0
H -3.964437 -2.994591 -5.318037 0.7 -0.1 -0.3
C 2.724433 0.009989 4.155023 0.0 0.9 -0.6
O 4.081333 0.183859 3.793983 0.1 -0.2 0.5
C 4.365423 -0.000381 2.405363 0.7 -0.4 0.7
C 5.822653 -0.429231 2.288813 1.1 0.0 -0.6
O 6.579003 0.226439 1.229263 -0.6 0.1 1.0
C 6.243643 -0.220951 -0.059347 0.4 -0.4 -0.3
H 2.340633 -1.003831 4.041143 0.2 -0.3 -0.2
H 2.162113 0.691949 3.517193 -0.6 0.0 -0.1
H 2.515833 0.334169 5.174573 0.6 -0.1 0.1
H 4.364303 0.936759 1.848713 -0.8 0.2 -0.1
H 3.714003 -0.795841 2.043443 -0.1 0.3 -0.5
H 5.882353 -1.510261 2.162673 0.1 -0.1 -0.1
H 6.352003 -0.170811 3.205933 -0.1 0.1 0.0
H 5.249033 0.118299 -0.348747 -0.4 -0.5 0.0
H 6.428083 -1.293321 -0.123497 -0.8 -0.3 -0.1
H 6.911983 0.154979 -0.834007 0.3 0.6 0.4
C -0.631767 0.381549 5.412763 0.0 -0.2 -0.6
O -0.334127 1.632909 5.984473 -0.2 -0.6 0.1
C -0.884317 2.706119 5.234693 0.8 -0.1 1.0
C -0.486937 4.002919 5.926053 0.1 0.2 0.4
O 0.844953 4.444309 5.806553 0.5 -0.6 0.0
C 1.785993 3.586009 6.494073 -0.1 0.3 -0.5
H -0.227357 -0.461801 5.972523 0.2 0.4 0.3
H -0.236047 0.332489 4.398313 0.4 -0.1 -0.3
H -1.696647 0.188289 5.283203 -0.4 0.2 0.4
H -1.969097 2.607849 5.275793 -0.3 0.1 -0.4
H -0.485887 2.663679 4.221013 -0.1 0.0 -0.4
H -0.658107 3.876619 6.995093 -0.6 -0.1 0.1
H -1.095707 4.821779 5.542693 -0.1 0.0 0.0
H 1.580863 3.421069 7.551813 -0.6 0.2 0.1
H 2.752103 4.089829 6.463903 0.0 -0.2 -0.4
H 1.761633 2.607809 6.013823 0.5 0.1 0.0
C -2.741077 -5.920151 -4.230177 -0.2 -0.7 -0.3
O -2.401277 -5.053671 -3.166027 -0.8 -0.9 0.1
C -1.933807 -5.786911 -2.043127 0.8 1.5 -0.8
C -1.577697 -4.833021 -0.906217 -0.9 -1.8 0.6
O -0.421697 -4.057051 -1.177867 0.1 1.3 0.1
C 0.373713 -3.855481 0.013033 1.3 0.1 -0.4
H -2.072797 -6.779501 -4.284927 0.6 0.2 -0.2
H -2.787707 -5.419961 -5.197507 0.4 0.4 0.3
H -3.704157 -6.421811 -4.135717 -0.5 0.3 0.6
H -0.982337 -6.230481 -2.336477 0.2 -0.4 0.0
H -2.584867 -6.601721 -1.726417 -0.4 0.2 0.2
H -1.357087 -5.543191 -0.109287 0.6 0.0 0.3
H -2.402947 -4.276581 -0.461877 -0.1 0.6 -0.7
H -0.065697 -3.364911 0.881573 -1.1 -0.4 -0.2
H 1.200033 -3.174011 -0.189187 0.0 -0.3 -0.7
H 0.795893 -4.831001 0.254333 -0.1 0.1 0.3
C -0.330387 4.314309 1.270693 0.1 -1.0 1.2
O 0.611853 3.554089 0.460803 -0.9 1.2 -0.9
C 1.933713 3.849909 0.871353 1.7 -0.5 -0.4
C 2.903393 2.835279 0.183063 -1.5 -0.6 1.5
O 2.451583 2.678029 -1.132107 -0.4 1.2 -1.4
C 3.139653 1.698019 -1.954217 0.5 0.1 -0.1
H -1.339127 4.226139 0.867243 0.4 0.3 -0.3
H -0.000657 5.316659 1.543973 0.0 0.3 -0.9
H -0.297977 3.823349 2.243323 -0.3 -0.3 0.1
H 1.937933 3.778809 1.959033 0.5 0.0 0.0
H 2.199423 4.857499 0.551573 -0.1 0.2 0.2
H 2.723643 1.867819 0.651903 0.3 -0.2 0.4
H 3.956743 3.087569 0.305123 0.0 0.3 -0.3
H 2.928573 1.868669 -3.009877 -0.7 0.0 0.3
H 2.859883 0.700279 -1.616067 0.1 -0.1 -0.2
H 4.218363 1.853739 -1.939067 0.1 -0.1 0.7
C -3.513617 -0.030551 2.944913 0.4 0.4 0.8
O -3.999847 0.635869 1.741563 0.1 -0.3 0.1
C -3.476057 1.959749 1.561163 0.9 -0.3 0.4
C -4.130037 2.627049 0.377993 -0.5 0.2 1.3
O -4.272947 1.680219 -0.676487 0.9 0.1 0.5
C -5.141027 2.139699 -1.685647 -2.2 0.4 -0.5
H -3.794217 0.518979 3.843453 -0.4 0.4 -0.2
H -2.426157 -0.079291 3.001073 0.1 0.2 -0.6
H -3.861567 -1.048881 3.118233 -0.4 0.2 -1.0
H -2.395457 1.941019 1.419573 0.3 -0.6 -0.2
H -3.569447 2.550289 2.472563 -0.6 0.1 0.1
H -3.580797 3.536419 0.134123 0.4 -0.3 -0.7
H -5.077077 3.032449 0.734173 -0.6 -0.4 -0.4
H -6.144847 2.077429 -1.265427 -0.3 -0.1 -0.1
H -5.159597 1.517409 -2.580357 0.7 0.0 0.2
H -5.046137 3.198619 -1.926027 0.8 -0.1 -0.1
```
Positions in Å, forces in eV/Å.

Values from the calculation:
Orbital gap (Eh): 0.2262
Charge: +1
E (Ha): -8933.02116
Largest force on an atom (Eh/bohr): 0.087
Lowest unoccupied orbital energy (eV): -5.09